1.
13
Properties=species:S:1:pos:R:3:lowdin_charge:R:1 method="wB97M-V/def2-TZVPD" spin_multiplicity=2 de_lowest_kj_mol=59.0 s_squared=0.750 homo_lumo_gap_ev="2.34 / 8.65" total_charge=-1 homo_ev="0.81 / -5.54" total_energy_ha=-952.57471
H 1.173 -1.920 -0.792 0.019
S -0.445 -0.618 -2.080 0.279
H 1.492 0.747 2.567 -0.051
S -1.880 -1.058 -0.723 0.331
H -1.613 1.282 -0.200 0.017
H -1.114 0.256 1.113 -0.030
H 1.389 -0.160 -0.554 -0.030
O 1.033 0.992 1.744 -0.397
C 1.139 -0.943 -1.275 -0.557
H -2.891 0.578 0.760 0.019
C -1.886 0.389 0.370 -0.536
H 1.866 -0.889 -2.091 0.007
H 1.738 1.344 1.162 -0.071

***

2.
219
Properties=species:S:1:pos:R:3:lowdin_charge:R:1 method="wB97M-V/def2-TZVPD" de_lowest_kj_mol=0.0 homo_lumo_gap_ev=8.83 homo_ev=-8.28 total_energy_ha=-4079.87571
C 0.534 -0.911 -4.891 -0.174
H -2.868 7.958 -6.048 0.069
O 3.818 1.121 -1.381 -0.208
C 4.830 0.879 -0.445 -0.119
C -0.432 6.957 -1.618 -0.078
H -0.309 3.337 6.294 0.064
H -2.530 4.650 -1.274 0.118
H -2.802 0.846 3.509 0.080
H -4.903 1.067 -1.294 0.045
C 0.477 -0.357 6.221 -0.458
H 0.096 6.049 -1.465 0.061
O 2.447 0.821 7.145 -0.187
H -0.240 -2.952 0.060 0.116
H 0.633 1.844 0.384 0.075
H 5.587 0.253 -0.929 0.081
H -0.870 8.962 -4.918 0.135
H -2.113 6.426 -6.017 0.056
H 3.943 -5.954 -4.162 0.074
H 0.867 -1.356 0.239 0.047
H -4.915 4.316 1.667 0.031
H -1.308 -0.431 1.129 0.084
H -1.959 -2.580 -0.197 0.113
C 3.033 2.225 -3.335 -0.474
H 0.044 6.032 -4.353 0.125
C -5.275 0.470 2.320 -0.231
H 4.337 0.455 0.472 0.081
H 0.684 -0.341 -3.957 0.087
C -1.798 -1.142 1.777 -0.116
O 2.432 5.314 3.675 -0.191
H 0.652 -0.356 -5.795 0.111
N 3.853 -1.986 2.623 0.172
H 7.816 -4.872 -2.077 0.084
C -0.607 -6.372 -4.242 -0.667
N 3.547 -5.041 -3.928 0.058
C -4.444 1.793 -1.944 -0.065
H -0.945 -2.261 -5.702 0.124
H -5.837 -1.304 -1.955 0.111
H 0.822 7.513 -3.651 0.134
C -3.339 3.945 2.925 -0.414
H -0.117 0.124 6.975 0.115
H -2.808 -1.257 1.490 0.076
H 3.248 1.658 2.313 0.062
H 1.427 6.328 5.159 0.093
O -2.119 3.050 -2.617 -0.200
O 2.428 -6.714 -0.802 -0.202
H -3.623 4.452 -2.658 0.146
H -3.045 4.617 0.980 0.048
H 4.302 2.332 -5.191 0.071
H 5.029 -7.494 1.580 0.074
C -3.885 2.928 -1.184 -0.451
C 4.255 1.623 -2.652 -0.190
C 2.851 -1.531 -4.681 -0.103
H 2.691 2.903 -5.413 0.068
H 0.237 7.803 -1.511 0.080
O 2.097 -0.608 2.955 -0.050
H 1.286 -2.359 5.943 0.063
H 3.114 6.856 4.769 0.080
O 1.507 -2.003 -4.873 -0.233
H 6.176 -4.342 -2.601 0.086
C -1.339 3.718 6.099 -0.140
H 0.863 1.362 2.554 0.033
H 3.134 -0.793 -5.451 0.085
H -7.321 -0.302 0.521 0.078
H 2.347 0.253 5.225 0.113
H 3.078 3.933 -2.424 0.077
C -4.616 -2.864 -1.799 -0.767
H 2.514 1.695 9.005 0.088
N 4.034 -4.812 1.098 0.053
H 0.071 2.154 -1.271 0.091
H -3.581 -4.613 -1.362 0.094
H -1.214 -0.983 5.227 0.091
H -1.118 4.818 6.413 0.101
H -1.573 0.304 -4.025 0.070
N -4.815 4.161 2.683 0.046
H 3.613 -5.508 0.465 0.045
H 3.815 3.858 -4.373 0.093
C -2.538 4.774 1.950 -0.044
C 2.475 -1.759 2.681 -0.620
H -3.096 2.905 2.705 0.104
H 0.552 4.537 3.888 0.108
C -1.617 -4.572 0.607 -0.396
C 3.211 -5.138 -2.490 -0.432
H -0.060 -7.238 -6.011 0.094
C 1.549 -7.828 -0.635 -0.071
N -4.530 -4.127 -1.449 0.158
C 6.986 -4.220 -1.821 -0.068
C -7.589 0.580 2.973 -0.064
H -0.277 -4.729 2.328 0.063
N -1.016 -5.251 -4.932 0.133
H -1.687 -2.351 -2.999 0.019
H 0.437 -5.242 0.902 0.068
H 2.325 1.444 -3.532 0.111
H 5.486 -6.125 -0.560 0.089
H 4.648 -6.531 2.990 0.090
N 1.275 -0.457 0.157 0.190
H 2.938 -1.047 -3.712 0.071
C 3.078 2.762 2.311 -0.056
C 0.651 0.178 -0.886 -0.650
H 7.192 -3.169 -1.931 0.077
N 0.176 -7.254 -5.014 0.127
N -6.882 0.612 0.518 0.073
H -2.805 -0.983 -4.273 0.071
H -2.841 7.112 -4.508 0.095
O -3.650 -2.196 -2.062 0.019
H -3.287 2.442 -0.346 0.151
H -2.615 -4.683 1.105 0.154
H -2.089 -0.117 -5.749 0.092
H 2.697 -4.794 -4.431 0.067
C -6.595 1.031 1.892 -0.449
H -8.604 1.033 2.923 0.081
H -6.747 -2.734 -1.774 0.093
N 1.625 -2.766 2.371 0.192
C 1.885 3.067 3.195 -0.409
N 2.356 3.227 -2.582 0.055
H -1.248 7.104 -0.856 0.106
H -3.692 1.223 -2.497 0.074
H 1.414 -1.787 7.671 0.076
H -0.713 2.945 -3.999 0.097
H 1.745 -8.551 -1.372 0.070
H 1.915 -3.725 2.356 0.076
H -7.862 -0.503 2.939 0.088
N -4.896 3.782 -0.518 0.026
H 2.046 2.905 -1.653 0.054
H 1.260 1.600 5.697 0.104
C 2.483 -3.920 -2.088 -0.058
C -2.233 7.322 -5.444 -0.071
O 6.387 -4.339 -0.517 -0.201
H 3.986 3.316 2.669 0.090
O -1.820 3.572 4.789 -0.229
O 0.202 -0.392 -1.849 0.037
H 0.924 7.825 -6.080 0.067
H -1.675 -0.714 2.798 0.066
H 1.971 2.776 7.736 0.083
C 1.880 1.743 8.109 -0.080
H 1.731 -8.208 0.339 0.084
O -0.714 -6.554 -3.054 0.012
C -0.522 -5.268 1.420 -0.046
H 4.206 -5.153 -1.926 0.123
C -0.187 7.086 -3.980 -0.245
H -0.131 2.525 2.978 0.052
N 0.488 1.511 -0.594 0.168
O -1.169 -2.362 1.757 -0.227
H -1.517 4.344 1.923 0.075
H -3.538 -0.663 4.069 0.085
C 3.477 2.819 -4.674 -0.053
H 4.433 -1.162 2.830 0.113
H 2.945 3.118 1.244 0.092
H 3.461 -2.438 -4.782 0.074
H 2.066 2.679 4.181 0.108
C 1.424 4.490 3.240 -0.248
H -2.505 5.821 2.138 0.070
H -2.205 -6.150 -0.510 0.074
C -2.955 3.878 -1.931 -0.245
H -5.350 -4.711 -1.368 0.098
H -0.072 -2.175 -2.873 0.059
H -0.226 6.932 -6.917 0.072
C -3.141 4.117 4.441 -0.142
H 5.365 1.824 -0.126 0.098
N -0.046 7.825 -6.425 0.015
N -0.845 -2.442 -3.541 0.036
C -0.884 -1.606 -4.810 -0.372
H 7.100 -6.174 0.107 0.135
H 4.784 0.958 -3.306 0.114
C 6.168 -5.581 0.021 -0.247
H 3.124 -3.079 -2.089 0.071
H 2.785 -7.222 -2.750 0.129
N -1.933 -5.212 -0.645 0.041
H 4.333 -2.839 2.533 0.041
C 5.462 -5.279 1.380 -0.375
H -5.547 3.117 -0.063 0.067
H 1.612 -3.729 -2.714 0.075
H 0.510 -7.510 -0.802 0.083
C 1.671 0.599 6.006 -0.212
C -0.836 7.886 -5.170 -0.417
H -7.528 1.285 0.269 0.044
H 0.615 -2.533 2.351 0.080
H 6.418 -6.805 2.454 0.089
H 2.076 -4.107 -1.085 0.078
H -1.811 4.378 -4.107 0.101
H 6.056 -4.565 1.975 0.137
H 1.138 4.752 2.189 0.138
H 4.111 -3.964 0.538 0.057
H -2.111 3.293 6.809 0.097
C -1.906 -0.495 -4.706 -0.067
C 2.403 -6.377 -2.139 -0.245
C 5.364 -6.599 2.118 -0.096
H -7.173 0.877 3.938 0.076
H -3.886 3.477 4.939 0.117
H 0.171 -0.815 4.285 0.043
H -0.491 4.353 -2.834 0.057
C 0.862 -1.749 6.729 -0.045
H 1.335 -6.264 -2.400 0.102
H -0.784 -6.281 1.627 0.069
H -6.587 2.106 1.992 0.114
H 0.845 1.527 8.370 0.076
H -3.340 5.141 4.684 0.115
H 1.404 0.071 1.013 0.056
H 1.782 7.331 3.672 0.079
H -3.627 0.662 5.106 0.077
H -1.213 -4.427 -4.269 0.091
H -5.354 4.430 -1.186 0.093
C -1.189 3.746 -3.405 -0.095
N 0.754 2.363 2.538 0.061
H -0.015 -8.168 -4.628 0.090
N -5.834 -2.333 -1.860 0.155
H -0.138 -2.263 6.845 0.086
C -3.676 0.431 4.072 -0.113
H -0.348 -4.887 -5.639 0.106
H -1.275 -5.247 -1.402 0.055
H -5.411 -0.684 2.465 0.162
O -1.064 7.087 -2.910 -0.223
H 4.914 2.462 -2.492 0.118
C -1.264 -3.088 0.483 -0.127
H -5.100 2.222 -2.734 0.101
N -0.345 -0.435 5.070 0.052
O -4.887 0.974 3.570 -0.214
C 2.161 6.569 4.346 -0.057
H -4.462 0.781 1.610 0.133
H -5.403 3.416 3.056 0.043